Density functional theory data (wB97M-V/def2-TZVPD) for a single C4H7NO2 molecule.

The geometry in XYZ format:
```
14
Properties=species:S:1:pos:R:3:forces:R:3:mulliken_charge:R:1
O -1.50011 1.27377 0.89302 0.0 -0.1 0.0 -0.458
O 0.86446 0.98408 0.33397 0.1 -0.3 -0.2 -0.282
N 2.54199 -0.19526 -0.44575 0.0 0.0 -0.1 -0.132
C -0.46147 1.31706 -0.02141 0.0 0.1 -0.4 0.192
C 1.25444 0.06451 -0.58487 0.6 0.1 0.1 -0.399
C -1.40338 0.22991 -0.13868 -0.4 0.0 0.1 0.132
C -1.21772 -1.12553 0.48823 0.0 0.0 0.0 -1.340
H 2.91519 -0.88278 -1.07965 0.1 0.1 0.2 0.281
H -0.90035 -1.89943 -0.21545 0.0 0.2 0.0 0.315
H -2.19061 -1.40567 0.90480 0.1 -0.1 0.0 0.389
H -0.48140 2.18885 -0.67332 0.1 -0.1 0.0 0.436
H 3.16840 0.25247 0.21457 -0.1 0.0 0.1 0.204
H -2.09045 0.26970 -0.98491 -0.3 0.2 0.4 0.363
H -0.49898 -1.07168 1.30945 -0.1 0.0 -0.2 0.298
```
Forces are in eV/Å.

Calculated values
E_LUMO (eV): 1.04
Electronic energy (Ha): -361.7491
ΔE to the lowest compared entry with this formula, charge and spin (kJ/mol): 345.95
Frontier orbital gap (eV): 9.93